*w*
Molecular formula: C4H7N4
Method: DFT, the ωB97M-V functional and the def2-TZVPD basis

The geometry in XYZ format:
```
15
Properties=species:S:1:pos:R:3:mulliken_charge:R:1
C -0.58 2.55 -0.12 0.02
C -1.17 0.16 1.29 0.05
C -0.51 0.05 0.17 -0.76
C 1.28 -1.35 -0.53 0.31
N -1.22 2.56 0.94 -0.25
N -1.69 1.48 1.61 -0.09
N 1.87 -1.87 -1.67 -0.38
N 0.05 -0.94 -0.65 -0.13
H -0.07 3.22 -0.80 0.37
H -1.26 -0.48 2.11 0.38
H 1.72 -1.23 0.52 0.35
H -1.76 1.48 2.63 0.32
H 2.54 -2.45 -1.43 0.24
H 1.26 -2.00 -2.52 0.25
H -0.46 -1.19 -1.58 0.32
```

Values from the calculation:
- Charge: +1
- Frontier orbital gap (alpha / beta): 7.71 / 7.72 eV
- HOMO energy (alpha / beta): -0.448 / -0.448 Ha

=====

*x*
Molecular formula: C4H7N4
Method: DFT, the ωB97M-V functional and the def2-TZVPD basis

The geometry in XYZ format:
```
15
Properties=species:S:1:pos:R:3:mulliken_charge:R:1
C -2.63 -0.81 0.11 0.18
C -0.84 0.76 0.49 0.20
C 2.57 -0.16 0.26 0.11
C -1.67 -0.27 0.87 -0.36
N -3.39 -1.54 -0.36 -0.16
N -0.97 1.19 -0.77 -0.33
N 1.52 0.24 0.30 -0.25
N 3.70 -0.75 -0.13 -0.43
H -0.12 1.18 1.13 0.45
H -1.56 -0.69 1.98 0.31
H -0.54 1.86 -1.39 0.24
H -1.64 0.70 -1.39 0.14
H -4.38 -1.65 -0.76 0.37
H 3.38 -1.66 -0.37 0.26
H 4.41 -0.57 0.52 0.27
```

Values from the calculation:
- Charge: +1
- Frontier orbital gap: 9.47 eV
- HOMO energy: -0.494 Ha

=====

Last place for stability: *w*

=====

*w*
Molecular formula: C5H5N3
Method: DFT, the ωB97M-V functional and the def2-TZVPD basis

The geometry in XYZ format:
```
13
Properties=species:S:1:pos:R:3:mulliken_charge:R:1
N 1.77 0.53 2.13 -0.58
C 1.01 0.20 1.15 0.35
N 1.31 0.67 -0.13 -0.35
C 0.86 0.84 -1.30 0.05
C -0.39 0.12 -1.68 -0.27
C -1.08 -0.67 -0.67 -0.17
C -1.16 -0.78 0.75 0.02
N -0.35 -0.21 1.57 -0.40
H 1.48 -0.05 3.01 0.30
H 1.49 1.64 -2.09 0.24
H -0.75 0.02 -2.71 0.35
H -1.91 -1.45 -1.11 0.20
H -2.30 -0.86 1.10 0.27
```

Values from the calculation:
- Charge: 0
- Frontier orbital gap: 7.90 eV
- SMILES string: N=c1nccccn1
- HOMO energy: -0.333 Ha

=====

*x*
Molecular formula: C5H5N3
Method: DFT, the ωB97M-V functional and the def2-TZVPD basis

The geometry in XYZ format:
```
13
Properties=species:S:1:pos:R:3:mulliken_charge:R:1
C 0.60 -0.01 -2.89 0.15
C 0.12 0.42 -1.90 -0.56
C -0.49 0.98 -0.69 -0.44
N -0.25 -0.01 0.31 0.49
C 0.69 -0.88 0.72 0.09
N 0.62 -1.02 2.06 -0.55
C -0.27 -0.26 2.46 -0.11
N -0.94 0.32 1.46 -0.93
H 0.92 -0.63 -3.68 0.45
H -0.28 1.92 -0.49 0.40
H -1.62 0.74 -0.90 0.25
H 1.49 -1.31 0.10 0.36
H -0.60 -0.26 3.44 0.40
```

Values from the calculation:
- Charge: 0
- Frontier orbital gap: 10.63 eV
- SMILES string: C#CCn1cncn1
- HOMO energy: -0.360 Ha

=====

*y*
Molecular formula: C5H5N3
Method: DFT, the ωB97M-V functional and the def2-TZVPD basis

The geometry in XYZ format:
```
13
Properties=species:S:1:pos:R:3:mulliken_charge:R:1
C -1.77 0.84 -0.11 -0.22
C -1.94 -0.73 0.20 -0.60
C -0.37 -0.57 0.13 0.52
C 0.87 1.37 -0.01 -0.66
C -0.38 0.73 -0.18 0.36
H -2.27 1.68 0.62 0.23
H -2.46 0.82 -0.97 0.16
H -2.38 -1.28 -0.61 0.30
H -2.48 -1.02 1.14 0.24
H 1.16 2.36 -0.05 0.50
N 0.54 -1.40 -0.22 -0.28
N 1.75 -0.82 -0.03 -0.34
N 1.98 0.46 0.20 -0.22
```

Values from the calculation:
- Charge: 0
- Frontier orbital gap: 9.53 eV
- HOMO energy: -0.354 Ha

=====

Last place for stability: *y*

=====

*w*
Molecular formula: C2H6Se
Method: DFT, the ωB97M-V functional and the def2-TZVPD basis

The geometry in XYZ format:
```
9
Properties=species:S:1:pos:R:3:mulliken_charge:R:1
C -1.23 -0.96 -0.10 -0.84
C 0.28 0.73 0.32 -0.93
Se 2.10 0.18 0.15 -0.06
H -1.08 -1.45 0.79 0.29
H -2.03 -0.31 -0.23 0.37
H -0.52 -1.39 -0.86 0.25
H -0.04 0.87 1.29 0.39
H -0.06 1.51 -0.20 0.45
H 2.59 0.82 -1.16 0.09
```

Values from the calculation:
- Charge: 0
- Frontier orbital gap: 8.58 eV
- HOMO energy: -0.291 Ha

=====

*x*
Molecular formula: C2H6Se
Method: DFT, the ωB97M-V functional and the def2-TZVPD basis

The geometry in XYZ format:
```
9
Properties=species:S:1:pos:R:3:mulliken_charge:R:1
C -0.64 -0.99 -1.14 -0.63
C 1.32 1.01 1.07 -0.51
Se 0.17 1.89 1.98 0.15
H -1.66 -1.06 -0.90 0.25
H -0.27 -2.02 -1.05 0.26
H -0.01 -0.34 -0.58 -0.02
H 2.31 1.51 1.34 0.16
H -0.36 -0.95 -2.24 0.24
H -0.86 0.95 1.53 0.11
```

Values from the calculation:
- Charge: 0
- Frontier orbital gap: 8.72 eV
- HOMO energy: -0.328 Ha

=====

Last place for stability: *x*

=====

*w*
Molecular formula: C4H12NO2
Method: DFT, the ωB97M-V functional and the def2-TZVPD basis

The geometry in XYZ format:
```
19
Properties=species:S:1:pos:R:3:mulliken_charge:R:1
C 0.48 0.29 2.30 -0.41
O 0.94 1.14 3.33 -0.47
C -0.57 1.10 1.56 -1.42
N -0.94 0.48 0.26 -0.84
H 0.06 -0.63 2.72 0.38
H 1.26 -0.02 1.59 0.32
H 1.66 0.71 3.80 0.33
H -1.47 1.29 2.14 0.22
H -0.06 2.03 1.29 0.36
H -1.36 -0.48 0.39 0.52
H -0.12 0.34 -0.35 0.09
H -1.65 1.06 -0.28 1.01
C -0.68 -1.25 -2.26 -1.26
C 0.38 -0.89 -2.95 0.05
O 1.63 -1.35 -2.65 -0.47
H -1.61 -0.72 -2.43 0.50
H -0.57 -1.96 -1.44 0.43
H 0.37 -0.10 -3.70 0.32
H 2.26 -1.03 -3.31 0.34
```

Values from the calculation:
- Spin multiplicity: 2
- <S²>: 0.751
- Charge: 0
- Frontier orbital gap (alpha / beta): 4.13 / 9.86 eV
- HOMO energy (alpha / beta): -0.127 / -0.345 Ha

=====

*x*
Molecular formula: C4H12NO2
Method: DFT, the ωB97M-V functional and the def2-TZVPD basis

The geometry in XYZ format:
```
19
Properties=species:S:1:pos:R:3:mulliken_charge:R:1
C 1.09 -1.31 0.27 -1.24
C 1.79 0.00 0.38 0.79
C 3.11 0.20 0.54 -1.03
C -0.30 1.16 1.20 -0.86
N 0.90 1.08 0.53 -0.12
H 1.29 -1.76 -0.72 0.30
H 0.02 -1.22 0.11 0.41
H 1.35 -2.07 1.01 0.27
H 3.46 1.21 0.43 0.26
H 3.74 -0.68 0.58 0.29
H -0.71 2.11 1.47 0.39
H -0.59 0.19 1.60 0.33
H 1.28 1.99 0.34 0.23
H -3.62 -4.37 -1.86 0.32
H -3.58 -2.91 -2.33 0.32
O -3.04 -3.68 -2.22 -0.64
H -2.79 3.57 -0.62 0.31
H -1.30 3.51 -0.43 0.31
O -2.10 2.99 -0.27 -0.63
```

Values from the calculation:
- Spin multiplicity: 2
- <S²>: 0.759
- Charge: 0
- Frontier orbital gap (alpha / beta): 6.53 / 9.16 eV
- HOMO energy (alpha / beta): -0.213 / -0.310 Ha

=====

*y*
Molecular formula: C4H12NO2
Method: DFT, the ωB97M-V functional and the def2-TZVPD basis

The geometry in XYZ format:
```
19
Properties=species:S:1:pos:R:3:mulliken_charge:R:1
C -1.27 1.63 -1.50 -1.06
C -1.97 0.74 -0.45 -0.46
N -1.09 0.10 0.50 -0.34
C -0.25 -0.93 -0.07 -0.47
C 0.59 -1.64 0.97 -0.43
O 1.44 -0.83 1.67 -0.46
H -2.02 2.06 -2.16 0.35
H -0.48 1.18 -2.10 0.32
H -0.81 2.48 -0.98 0.28
H -2.66 1.42 0.05 0.28
H -2.55 -0.01 -0.97 0.34
H -0.45 0.74 0.95 0.26
H 0.35 -0.59 -0.92 0.32
H -0.84 -1.72 -0.57 0.33
H -0.05 -2.09 1.75 0.30
H 1.11 -2.48 0.48 0.34
H 4.35 -0.34 0.88 0.29
H 2.87 -0.07 1.27 0.44
O 3.74 0.35 1.18 -0.65
```

Values from the calculation:
- Spin multiplicity: 2
- <S²>: 0.754
- Charge: 0
- Frontier orbital gap (alpha / beta): 9.97 / 6.86 eV
- HOMO energy (alpha / beta): -0.334 / -0.334 Ha

=====

Last place for stability: *w*

=====

*w*
Molecular formula: C4H12NO2
Method: DFT, the ωB97M-V functional and the def2-TZVPD basis

The geometry in XYZ format:
```
19
Properties=species:S:1:pos:R:3:mulliken_charge:R:1
C 0.75 -0.63 0.93 -1.51
C 1.15 0.40 -0.12 -0.07
C 1.96 -0.25 -1.24 -1.28
N -0.18 -0.04 1.94 -0.72
H 0.20 -1.45 0.47 0.22
H 1.61 -1.01 1.46 0.36
H 1.71 1.21 0.34 0.39
H 0.24 0.87 -0.52 -0.02
H 2.92 -0.62 -0.88 0.34
H 1.40 -1.09 -1.67 0.34
H 2.17 0.47 -2.03 0.37
H 0.25 0.80 2.38 0.71
H -1.07 0.25 1.46 0.06
H -0.42 -0.74 2.69 1.00
O -2.65 0.61 0.50 -0.37
C -2.57 0.60 -0.70 -0.15
O -2.73 -0.52 -1.42 -0.38
H -2.34 1.50 -1.29 0.36
H -2.42 -0.35 -2.31 0.35
```

Values from the calculation:
- Spin multiplicity: 2
- <S²>: 0.751
- Charge: 0
- Frontier orbital gap (alpha / beta): 3.19 / 11.77 eV
- HOMO energy (alpha / beta): -0.112 / -0.429 Ha

=====

*x*
Molecular formula: C4H12NO2
Method: DFT, the ωB97M-V functional and the def2-TZVPD basis

The geometry in XYZ format:
```
19
Properties=species:S:1:pos:R:3:mulliken_charge:R:1
C 0.84 -0.86 -1.56 -0.93
N 0.02 0.25 -1.10 -0.16
C 1.78 1.50 0.07 -1.57
C 0.36 0.87 0.17 0.36
C 0.26 -0.10 1.34 -0.44
O -1.05 -0.25 1.62 -0.62
H 1.85 -0.51 -1.67 0.37
H 0.80 -1.71 -0.86 0.31
H 0.54 -1.15 -2.57 0.34
H -0.94 -0.25 -1.00 0.56
H 1.92 1.99 1.05 0.43
H 1.92 2.19 -0.78 0.34
H 2.62 0.78 0.15 0.39
H -0.37 1.65 0.44 0.22
H 0.80 0.39 2.16 0.33
H 0.73 -1.09 1.12 0.22
H -1.66 -0.57 0.85 0.45
H -2.80 -0.72 -0.82 0.27
O -2.02 -1.12 -0.40 -0.88
```

Values from the calculation:
- Spin multiplicity: 2
- <S²>: 0.756
- Charge: 0
- Frontier orbital gap (alpha / beta): 10.39 / 6.83 eV
- HOMO energy (alpha / beta): -0.349 / -0.349 Ha

=====

Last place for stability: *x*